[1]
{
  "formula": "C30H44ClF7O24SSi2",
  "method": "the ωB97M-V functional and the def2-TZVPD basis",
  "species": ["C", "C", "C", "C", "C", "Si", "C", "C", "C", "C", "S", "O", "O", "Cl", "O", "Si", "H", "H", "H", "H", "H", "H", "H", "H", "H", "H", "H", "H", "H", "H", "H", "H", "H", "H", "H", "H", "H", "H", "H", "C", "C", "O", "C", "O", "O", "F", "H", "H", "H", "C", "C", "O", "C", "O", "O", "F", "H", "H", "H", "C", "C", "O", "C", "O", "O", "F", "H", "H", "H", "C", "C", "O", "C", "O", "O", "F", "H", "H", "H", "C", "C", "O", "C", "O", "O", "F", "H", "H", "H", "C", "C", "O", "C", "O", "O", "F", "H", "H", "H", "C", "C", "O", "C", "O", "O", "F", "H", "H", "H"],
  "positions_angstrom": [[-2.01422, -4.28466, -1.15838], [-3.40899, -4.05393, -0.57700], [-4.13773, -2.84800, -1.17854], [-3.98130, -1.50562, -0.41143], [-2.67497, -1.36516, 0.37217], [-4.25107, -0.12439, -1.65179], [-2.71191, 0.38259, -2.59334], [-1.86021, 1.48095, -1.92050], [-0.80931, 0.89677, -0.96230], [0.45062, 1.74891, -0.89922], [1.47672, 1.06679, 0.41964], [1.09261, -0.28765, 0.66975], [1.44487, 1.97655, 1.51761], [3.37290, 1.00477, -0.32426], [-4.85992, 1.29427, -0.99667], [-6.38539, 1.34919, -0.36163], [-2.08547, -4.60856, -2.19532], [-1.48428, -5.04486, -0.58690], [-1.40523, -3.38211, -1.14738], [-3.99693, -4.93808, -0.83289], [-3.38805, -4.00714, 0.50977], [-5.20593, -3.07009, -1.16931], [-3.87285, -2.74958, -2.23549], [-4.79540, -1.47634, 0.31809], [-1.80698, -1.56717, -0.24541], [-2.62697, -2.04540, 1.21887], [-2.61417, -0.36568, 0.80192], [-5.24955, -0.62770, -2.63330], [-2.10320, -0.47626, -2.88071], [-3.07373, 0.80536, -3.53375], [-2.49422, 2.19542, -1.40298], [-1.34102, 2.02403, -2.70886], [-1.23013, 0.88983, 0.03845], [-0.55307, -0.11441, -1.25520], [0.99282, 1.77105, -1.84105], [0.24822, 2.76244, -0.56289], [-6.68214, 2.74503, 0.01501], [-6.43224, 0.52384, 0.86486], [-7.37466, 0.84907, -1.33558], [2.56956, -2.91555, 1.81577], [3.92923, -2.43424, 2.26190], [4.77946, -3.50418, 1.86749], [4.18865, -4.11809, 0.80057], [4.73190, -4.87846, 0.07193], [2.90853, -3.72559, 0.68173], [4.01478, -2.26897, 3.60397], [2.09794, -3.53612, 2.57940], [1.90499, -2.10790, 1.53289], [4.26388, -1.51598, 1.77413], [0.44751, -1.55508, 3.67657], [-0.15027, -1.56075, 5.06720], [-1.52450, -1.81801, 4.80124], [-1.60191, -2.50640, 3.63370], [-2.56466, -3.05507, 3.21597], [-0.41473, -2.46216, 2.98159], [-0.02981, -0.36365, 5.68143], [0.37719, -0.56520, 3.22135], [1.47685, -1.90341, 3.65024], [0.24601, -2.33659, 5.72215], [-5.10627, 5.43652, -2.19232], [-3.73669, 5.88695, -1.73927], [-2.91003, 4.80732, -2.15500], [-3.50877, 4.22058, -3.22902], [-2.97756, 3.44641, -3.95125], [-4.78380, 4.64627, -3.34776], [-3.65590, 6.01803, -0.39403], [-5.58604, 4.80664, -1.44173], [-5.76069, 6.25980, -2.45455], [-3.38378, 6.80540, -2.20454], [8.20543, -2.69007, 2.55970], [7.70898, -1.51885, 3.37917], [8.83158, -0.65821, 3.39021], [9.56342, -0.90628, 2.26303], [10.42031, -0.20715, 1.84899], [9.14946, -2.05987, 1.68672], [7.39645, -1.86550, 4.64941], [8.71876, -3.41833, 3.18859], [7.42336, -3.18632, 1.99232], [6.85921, -0.98836, 2.94414], [2.97180, -6.08439, -2.63982], [1.47753, -6.31304, -2.55988], [0.95986, -5.15913, -3.19589], [1.89781, -4.70999, -4.07939], [1.69475, -3.91390, -4.92983], [3.08527, -5.31296, -3.84431], [1.02680, -6.36152, -1.28335], [3.33051, -5.49546, -1.79553], [3.55142, -6.99965, -2.71529], [1.12168, -7.19943, -3.08820], [-2.79106, 8.51254, -5.51836], [-4.08118, 8.87959, -6.22344], [-5.06251, 8.47387, -5.28141], [-4.50594, 8.52746, -4.04653], [-5.10945, 8.47194, -3.02702], [-3.16198, 8.64794, -4.13881], [-4.25395, 8.19502, -7.37384], [-2.51765, 7.47684, -5.72327], [-1.95870, 9.16784, -5.75498], [-4.20328, 9.94484, -6.42479], [4.65453, 1.12531, 4.61819], [3.84479, 1.70826, 5.75799], [2.88406, 0.69299, 5.99283], [3.42125, -0.49173, 5.60029], [2.98164, -1.55897, 5.86993], [4.53258, -0.28131, 4.86025], [3.21346, 2.85231, 5.41209], [4.20284, 1.37135, 3.65608], [5.69832, 1.42415, 4.62272], [4.40922, 1.88159, 6.67548]],
  "energy_ha": -5111.896741,
  "e_homo_ev": -9.62,
  "multiplicity": 1,
  "mol_weight_g_mol": 1045.3
}

[2]
{
  "formula": "C30H45BF2NO7PS2",
  "method": "the ωB97M-V functional and the def2-TZVPD basis",
  "species": ["C", "O", "B", "O", "P", "C", "C", "C", "C", "O", "C", "O", "C", "C", "C", "S", "C", "S", "N", "C", "C", "O", "C", "C", "C", "C", "C", "C", "O", "O", "H", "H", "H", "H", "H", "H", "H", "H", "H", "H", "H", "H", "H", "H", "H", "H", "H", "H", "H", "H", "H", "H", "H", "H", "H", "H", "H", "H", "H", "H", "H", "H", "H", "H", "H", "F", "C", "C", "C", "C", "C", "C", "H", "H", "H", "H", "H", "F", "C", "C", "C", "C", "C", "C", "H", "H", "H", "H", "H"],
  "positions_angstrom": [[-2.49257, 2.55205, 2.10143], [-1.06583, 2.51292, 2.13784], [-0.39595, 1.32089, 2.00441], [0.68171, 1.14340, 2.84280], [-1.01181, 0.02762, 0.66064], [-0.16898, -1.46084, -0.06175], [-1.18616, -2.49324, -0.58611], [-1.93265, -2.03043, -1.85202], [-3.43419, -1.87947, -1.63114], [-3.90581, -0.73295, -2.36505], [-5.10280, -0.26590, -2.01268], [-5.67416, 0.59735, -2.62372], [-0.33234, 1.16139, -0.75108], [1.20168, 1.25620, -0.82816], [1.76000, 2.65571, -1.10076], [1.44562, 3.82101, 0.22176], [0.49872, 5.08562, -0.47200], [-0.09781, 5.14088, -1.99128], [0.27189, 6.07294, 0.53339], [-1.11198, 6.01506, 1.01181], [-1.31580, 7.14717, 2.05215], [-0.09857, 7.74912, 2.41230], [0.52743, 8.35321, 1.30350], [0.50850, 7.43934, 0.05760], [-1.85591, -1.01168, 2.09361], [-1.14811, -2.21183, 2.73705], [0.23740, -1.92790, 3.31528], [0.21409, -1.19458, 4.63191], [-0.73178, -1.13803, 5.37704], [1.40217, -0.63432, 4.98138], [-2.88698, 2.26478, 1.12647], [-2.92128, 1.93551, 2.89170], [-2.79577, 3.58032, 2.29458], [0.50694, 1.65149, 3.64966], [-2.31777, 0.28586, 0.14926], [0.54983, -1.93060, 0.60679], [0.40767, -1.15794, -0.93597], [-0.61434, -3.39460, -0.81453], [-1.90367, -2.78235, 0.17969], [-1.52286, -1.11657, -2.27462], [-1.79730, -2.80583, -2.60803], [-3.66157, -1.73492, -0.57162], [-3.96882, -2.77056, -1.96268], [-5.52123, -0.71476, -1.09939], [-0.69871, 0.79823, -1.71579], [-0.76553, 2.16508, -0.65177], [1.50679, 0.68275, -1.70925], [1.72612, 0.78298, 0.01139], [2.84848, 2.59235, -1.18178], [1.39108, 3.01501, -2.05724], [-1.81564, 6.16913, 0.18348], [-1.31533, 5.03220, 1.43470], [-1.76694, 6.74573, 2.95689], [-1.99387, 7.89991, 1.63038], [0.01646, 9.29059, 1.04412], [1.54489, 8.59612, 1.60265], [1.45210, 7.49199, -0.48059], [-0.29880, 7.75920, -0.61046], [-2.82677, -1.35837, 1.71928], [-2.11061, -0.32396, 2.91262], [-1.76253, -2.55323, 3.57489], [-1.06718, -3.07466, 2.07517], [0.72469, -2.88550, 3.53305], [0.90284, -1.41335, 2.62391], [1.82426, -0.27668, 4.18885], [2.05691, -1.58704, -2.84305], [3.28619, -1.21167, -3.26420], [3.62162, -1.39672, -4.58927], [4.88426, -1.00774, -5.01273], [5.78574, -0.45091, -4.11572], [5.42322, -0.27745, -2.78728], [4.16133, -0.65647, -2.35337], [2.90563, -1.83719, -5.26972], [5.16360, -1.14057, -6.04900], [6.76890, -0.15199, -4.45249], [6.12297, 0.15444, -2.08477], [3.85511, -0.52536, -1.32376], [-1.89546, -5.84325, -0.43891], [-0.89391, -6.73714, -0.29348], [-0.77763, -7.76456, -1.20668], [0.25795, -8.67437, -1.05103], [1.14910, -8.54898, 0.00587], [1.00728, -7.50690, 0.91141], [-0.02057, -6.58680, 0.76425], [-1.48659, -7.84535, -2.01941], [0.36807, -9.48413, -1.75938], [1.95272, -9.26293, 0.12336], [1.69783, -7.40877, 1.73802], [-0.14889, -5.76418, 1.45539]],
  "energy_ha": -3113.852751,
  "e_homo_ev": -7.75,
  "multiplicity": 1,
  "smiles": "COB(O)[PH](CCCCOC=O)(CCCSC(=S)N1CCOCC1)CCCC(=O)O.Fc1ccccc1.Fc1ccccc1",
  "mol_weight_g_mol": 675.6
}

[3]
{
  "formula": "C30H45BN5PtS2Se",
  "method": "the ωB97M-V functional and the def2-TZVPD basis",
  "species": ["Pt", "C", "C", "C", "C", "C", "C", "C", "C", "C", "C", "C", "C", "C", "C", "C", "C", "C", "H", "H", "H", "H", "H", "H", "H", "H", "H", "H", "H", "H", "H", "H", "H", "H", "H", "H", "H", "H", "H", "H", "H", "H", "H", "H", "H", "H", "H", "C", "N", "C", "C", "N", "B", "N", "C", "C", "N", "C", "C", "S", "C", "S", "H", "H", "H", "H", "H", "H", "H", "H", "H", "H", "H", "H", "Se", "C", "C", "C", "N", "C", "C", "H", "H", "H", "H"],
  "positions_angstrom": [[-0.13259, -0.31364, -0.07216], [0.33961, -0.61994, 2.05164], [-0.01319, 0.77386, 2.14674], [-1.44479, 0.82106, 2.38064], [-1.90599, -0.51534, 2.34404], [-0.83809, -1.41734, 2.21454], [-0.84859, -2.89574, 2.46124], [-0.78419, -3.07134, 3.99314], [0.38161, -3.55354, 1.81914], [-2.12699, -3.55154, 1.92894], [-2.46729, 1.90096, 2.66904], [-3.47139, 1.37526, 3.71824], [-3.23629, 2.18426, 1.36634], [-1.95219, 3.23086, 3.21704], [1.08531, 1.81726, 2.22494], [1.16941, 2.37626, 3.66194], [0.87401, 2.91066, 1.16734], [2.46091, 1.20676, 1.90644], [1.33731, -0.99684, 2.20104], [-2.93229, -0.80744, 2.45434], [0.11501, -2.60604, 4.39134], [-0.77349, -4.13044, 4.23484], [-1.64299, -2.60334, 4.47034], [1.29111, -3.30424, 2.35894], [0.50151, -3.21274, 0.78804], [0.28571, -4.63624, 1.81974], [-2.99729, -3.27774, 2.51584], [-2.02859, -4.63264, 1.96614], [-2.30789, -3.25104, 0.90074], [-4.17219, 0.66156, 3.29584], [-4.05069, 2.20996, 4.10684], [-2.94559, 0.90756, 4.54724], [-3.52319, 1.26076, 0.87094], [-2.62299, 2.76046, 0.67954], [-4.13489, 2.75506, 1.58404], [-1.56599, 3.10346, 4.22324], [-2.78389, 3.93136, 3.25734], [-1.19019, 3.67836, 2.59484], [0.62821, 3.30856, 3.76524], [2.20971, 2.56726, 3.91604], [0.77601, 1.65216, 4.37334], [-0.11849, 3.34506, 1.19964], [1.00731, 2.46836, 0.17764], [1.60581, 3.70326, 1.30164], [2.80361, 0.52756, 2.68274], [3.18261, 2.01726, 1.83414], [2.43861, 0.68316, 0.94944], [-0.65499, -4.74974, -1.66136], [-0.42289, -3.67284, -2.58116], [0.25781, -3.77204, -3.75946], [0.14951, -2.56754, -4.38226], [-0.57599, -1.72964, -3.59326], [-1.17669, -0.37284, -4.04866], [-0.25289, 0.83796, -3.67356], [0.60211, 1.44676, -4.54186], [0.87231, 2.70026, -4.09506], [0.18851, 2.86076, -2.92596], [0.05481, 4.08956, -2.19506], [-0.46679, 1.70346, -2.67556], [-1.39329, 1.47236, -1.26226], [-0.90739, -2.41334, -2.49196], [-1.80779, -1.84104, -1.15396], [0.29571, -5.13314, -1.29116], [-1.19779, -5.55604, -2.15746], [-1.25699, -4.38004, -0.83396], [0.74831, -4.67224, -4.06756], [0.48451, -2.26214, -5.35336], [-1.24539, -0.38034, -5.23006], [-2.21119, -0.22774, -3.49536], [0.95571, 0.95696, -5.42276], [1.47081, 3.48076, -4.51156], [1.03171, 4.47156, -1.89956], [-0.54929, 3.90596, -1.30786], [-0.44389, 4.83036, -2.82226], [1.89681, -1.48324, -1.05516], [3.05911, -0.46864, -2.18616], [3.08801, -0.72434, -3.55236], [4.01701, -0.04204, -4.32156], [4.87061, 0.82806, -3.81896], [4.87001, 1.04166, -2.51776], [3.97991, 0.42586, -1.65366], [2.43171, -1.45954, -3.99396], [4.09571, -0.20834, -5.38756], [5.62051, 1.72726, -2.14816], [4.04121, 0.59626, -0.59066]],
  "charge": 1,
  "energy_ha": -4785.703107,
  "e_homo_ev": [-10.63, -10.63],
  "multiplicity": 1,
  "e_above_lowest_kj_mol": 268.5,
  "mol_weight_g_mol": 824.7
}